Density functional theory data (ωB97M-V/def2-TZVPD) for C26H16F5N5OSW as an isolated structure.

Last column: Löwdin charge in e.
Cartesian coordinates (Å):
C  2.34258  -2.01041  0.50992  -0.055
F  -0.39453  -2.98179  -1.85410  0.072
C  1.67335  -3.21416  -2.87647  -0.155
H  0.20055  -3.74323  0.66587  0.127
C  2.81836  -2.65855  -3.41726  -0.143
H  3.07020  -5.74443  1.62206  0.088
O  -2.16253  -1.62660  0.71818  -0.502
C  0.30500  0.83590  3.21650  -0.231
H  2.73714  -1.17280  -0.03757  0.119
C  0.73912  -3.30309  1.51348  -0.132
F  1.53996  -4.54208  -2.81558  0.117
W  -0.87043  -0.54591  0.54471  1.204
F  3.78508  -3.44034  -3.89764  0.126
H  1.51645  0.74403  5.07109  0.110
S  -0.43580  0.08253  -1.66606  0.587
N  2.05025  -3.92852  1.67665  -0.157
C  0.58262  3.50081  4.75392  -0.007
C  -1.42159  2.21367  2.12731  -0.207
H  -2.67469  1.71108  -0.79994  0.097
H  1.58744  -5.72028  0.63933  0.092
N  0.25836  -0.01277  2.15878  -0.075
F  2.15526  0.84081  -2.94260  0.084
N  1.05043  -1.89060  1.19214  -0.115
H  1.48237  3.37088  4.16688  0.128
C  -0.58692  2.84597  4.37383  -0.174
C  2.87513  -3.18962  0.82746  -0.071
H  1.49285  4.85276  6.14947  0.124
C  0.79798  -1.00516  -2.35764  -0.504
C  -0.57881  1.95024  3.19115  -0.028
C  2.95791  -1.28295  -3.43874  -0.148
H  -3.59230  3.98864  0.36580  0.103
H  -2.34037  4.16335  2.71982  0.116
C  0.59105  4.33103  5.86026  -0.010
H  2.54457  -1.50182  3.97677  0.107
C  -2.26620  3.36527  1.99945  -0.008
H  1.49609  -5.79495  2.41444  0.089
C  1.24447  0.31331  4.12043  0.014
C  -1.74306  3.83708  6.23977  -0.009
H  0.12044  -3.37187  2.40636  0.143
C  1.95970  -0.48012  -2.91363  -0.258
C  2.04779  -5.37428  1.57472  -0.062
F  4.06131  -0.73866  -3.95575  0.122
C  0.68669  -2.38859  -2.37467  -0.260
N  -0.55995  6.03547  8.68710  0.162
H  -2.63997  3.96692  6.82954  0.124
N  -1.56501  1.44727  0.94194  -0.111
C  -0.56595  5.35277  7.76328  -0.179
H  3.84113  -3.57307  0.53538  0.130
C  1.78506  -0.86314  3.55853  0.016
H  -2.65033  2.49709  4.83615  0.130
C  1.11598  -1.01223  2.34459  -0.319
C  -2.42279  2.09966  0.17588  -0.132
C  -0.57311  4.49708  6.60660  -0.225
C  -1.74699  3.01830  5.12465  -0.011
C  -2.89912  3.28488  0.79504  -0.043

---

Density functional theory data (ωB97M-V/def2-TZVPD) for C26H18BF16N3O3Pt as an isolated structure at a distorted geometry.

Calculated values
net charge = -2

Last column: Löwdin charge in e.
Cartesian coordinates (Å):
C  -3.05504  -0.00394  1.96249  -0.003
O  0.63715  0.54275  1.95007  -0.251
H  2.54722  6.78507  0.99577  0.107
O  0.68274  -0.15067  -2.01536  -0.259
N  2.08694  5.92878  0.74995  0.195
F  -1.97002  1.86318  3.99246  0.101
F  3.37508  -0.89896  -1.16509  0.158
B  4.37578  2.43004  0.69808  -1.173
C  -2.48394  -1.85571  0.03271  -0.018
H  -4.59657  -2.14256  -0.13066  0.099
C  2.90855  -1.02928  -2.40299  -0.541
H  -5.85658  0.64145  1.29899  0.069
H  1.67113  -6.32301  -3.13762  0.069
H  -3.30357  0.71197  2.73553  0.112
H  -5.67924  -0.28354  2.78923  0.069
H  -6.22409  -1.08505  1.30915  0.061
C  -1.75697  3.61539  -0.96900  -0.053
C  1.49834  -3.80898  -2.08586  -0.001
N  0.29031  2.41226  -0.81173  -0.029
C  1.18236  -5.01982  -1.48701  -0.287
F  5.15296  2.56880  -0.47463  0.080
N  -0.11623  -1.37796  0.20089  -0.075
F  5.13440  1.88745  1.74741  0.094
O  0.30090  7.09789  0.00813  0.005
H  1.95666  3.43456  -0.19940  0.105
C  -4.11398  -0.65072  1.33987  -0.293
H  2.57119  5.05283  0.94171  0.076
C  1.71922  -6.31764  -2.04586  -0.072
F  0.86396  -0.30379  -4.54780  0.142
C  0.21433  4.73737  -0.23697  -0.108
F  -0.36748  -1.96865  -3.91300  0.138
F  3.21385  0.08615  -3.08545  0.154
C  -0.40376  -0.55705  3.72646  -0.528
C  -0.59344  0.39164  2.49943  -0.369
F  1.65457  -2.30835  -4.63011  0.116
F  3.23509  1.62373  0.43253  0.048
C  0.86948  6.02266  0.18513  -0.501
F  -0.06554  -1.78994  3.30779  0.151
C  0.37735  -4.98228  -0.35359  -0.062
F  3.62591  -2.04197  -2.97102  0.109
C  0.88882  -1.47125  -3.88489  -0.527
H  -0.65052  -3.75216  1.06655  0.115
H  -2.25572  -2.57039  -0.75049  0.111
C  1.35609  -1.27658  -2.39922  -0.355
C  -1.13506  4.76835  -0.52942  -0.016
C  -0.04896  -3.77706  0.16411  -0.023
H  -1.43516  1.53475  -1.47145  0.114
C  -3.79837  -1.60193  0.37563  -0.066
C  -1.01060  1.82312  3.02051  -0.517
F  -1.47585  2.56792  1.99235  0.136
C  1.05329  -2.57395  -1.60519  -0.052
H  2.11878  -3.83997  -2.97137  0.110
H  2.76674  -6.46592  -1.76512  0.072
F  0.04677  2.46691  3.52721  0.153
F  0.57168  -0.12512  4.54391  0.150
C  -1.00965  2.46059  -1.10276  -0.126
C  -1.71889  -0.24904  1.65908  -0.076
F  3.89661  3.74391  1.09248  0.026
H  -1.66954  5.70437  -0.41745  0.116
C  -5.54399  -0.32720  1.70437  -0.075
F  -1.51989  -0.69550  4.48758  0.122
H  0.08369  -5.90850  0.13447  0.100
H  -2.81283  3.60137  -1.20744  0.102
C  0.89579  3.53162  -0.39469  -0.027
H  1.14964  -7.17277  -1.67467  0.062
C  -1.40189  -1.18462  0.64468  -0.243
Pt  0.81491  0.39770  -0.05440  1.204
C  0.28507  -2.54275  -0.42497  -0.222

---

Density functional theory data (ωB97M-V/def2-TZVPD) for C26H18BrCuIN2O8S2 as an isolated structure at a distorted geometry.

Calculated values
expectation value of S² = 0.756
net charge = -2
2S+1 = 2

Last column: Löwdin charge in e.
Cartesian coordinates (Å):
I  0.42186  3.31630  1.16627  1.421
S  1.65003  2.96760  -2.09651  0.441
C  2.58652  1.87953  -4.39532  -0.077
O  1.52052  -0.05745  -1.51795  -0.287
H  -0.67827  -6.15354  3.93149  0.087
H  -2.69550  2.61201  -4.68722  0.083
H  -0.05659  -4.81358  -0.78293  0.100
N  -0.87371  -2.46597  -0.41743  0.045
C  0.11501  3.69561  3.19386  -0.683
C  -1.84177  0.62109  -2.06306  -0.155
C  2.07556  0.24585  -2.67893  -0.323
C  -0.65635  5.03084  5.07214  -0.166
H  -0.55536  4.11808  7.00609  0.091
Cu  -0.03476  0.60730  0.40730  0.471
H  0.40136  1.99894  6.13070  0.098
C  -0.45827  -4.15007  1.19953  -0.137
O  1.80247  0.27443  0.92460  -0.503
O  1.13041  3.96937  -3.00305  -0.339
H  3.38937  -1.23315  -5.44182  0.087
H  2.57869  2.91546  -4.70770  0.104
C  -0.54343  -5.86944  2.89384  -0.110
O  0.59598  2.47534  -1.15626  -0.617
C  -0.19464  -5.12817  0.24311  -0.042
C  -0.61579  -4.53103  2.52502  -0.037
C  -2.56286  2.29227  -3.66174  -0.119
C  -2.64944  2.76101  -1.29546  -0.035
Br  -0.85558  6.34905  2.58235  0.664
O  3.32794  -1.38438  -0.02065  -0.413
O  -1.83132  1.17478  0.26327  -0.191
C  -1.39358  -0.75025  -1.79261  -0.087
C  -0.41540  4.86938  3.71287  -0.722
H  0.10162  -7.21816  -0.14193  0.087
H  3.41498  1.12110  -6.22692  0.082
H  2.52682  -1.77781  -3.18130  0.112
C  3.04808  0.87806  -5.23695  -0.122
H  -0.23946  -7.88804  2.21989  0.083
C  -2.09007  1.51248  -0.99277  -0.385
C  0.40717  2.67228  4.09815  -0.140
O  2.86128  3.33610  -1.39202  -0.344
S  1.94619  -0.97778  0.06439  0.871
C  2.55305  -0.75444  -3.53423  -0.017
C  -0.36383  3.99708  5.94704  -0.114
C  -2.87076  3.14655  -2.60422  -0.104
H  -1.07062  5.96309  5.43154  0.084
C  -2.06364  1.03373  -3.37379  -0.061
C  -0.57148  -2.67566  0.85385  -0.564
C  -0.11036  -6.46538  0.60893  -0.110
H  0.81840  1.74571  3.71510  0.098
C  0.17061  2.81352  5.45578  -0.099
N  -1.01171  -1.12044  -0.63502  -0.046
H  -1.44518  -1.48743  -2.59719  0.122
C  3.03274  -0.43961  -4.79395  -0.116
O  -0.40375  -1.85101  1.77622  -0.065
H  -1.81880  0.34740  -4.17859  0.104
H  -3.26173  4.13709  -2.80810  0.090
H  -0.78805  -3.75209  3.25672  0.107
C  -0.29610  -6.84340  1.93570  -0.131
C  2.10951  1.58225  -3.12335  -0.173
H  -2.85833  3.42777  -0.46762  0.105

---

Density functional theory data (ωB97M-V/def2-TZVPD) for C26H18BrNO6ReTe as an isolated structure at a distorted geometry.

Calculated values
expectation value of S² = 0.818
net charge = +2
2S+1 = 2

Last column: Löwdin charge in e.
Cartesian coordinates (Å):
H  2.03980  1.55200  6.18430  0.129
C  1.80460  1.83630  5.17060  -0.022
H  -4.44110  -5.18600  2.75140  0.119
C  1.89580  3.16480  4.76800  -0.004
H  -2.04750  -2.33830  -0.52160  0.065
H  0.65770  4.13970  -1.24330  0.182
O  -2.49480  6.28050  -1.15730  0.138
O  0.75710  1.38480  -0.75190  -0.024
C  1.05990  -5.05940  -1.95780  -0.057
C  1.54480  3.54250  3.49120  0.058
C  -1.96510  -3.38170  1.36420  -0.481
C  1.36230  -5.49310  0.77800  -0.124
H  -3.37350  4.37770  -0.02940  0.148
H  1.49000  -5.65840  1.83890  0.103
H  0.93980  -4.89860  -3.01780  0.116
C  0.01640  3.84130  -0.40640  -0.054
C  -1.30690  1.71160  0.45880  -0.281
C  -2.62530  -4.15800  2.30090  -0.125
C  1.58560  -6.25580  -1.48890  -0.045
H  1.88050  -7.02620  -2.18510  0.120
C  -4.52050  -4.23710  0.82870  -0.047
Re  0.17890  -0.72330  0.12800  1.055
C  1.12800  2.55540  2.56190  -0.114
Te  0.08950  -2.85130  1.69760  1.416
C  -3.85580  -3.43950  -0.09260  -0.059
C  -3.91590  -4.58520  2.02530  -0.052
C  0.81560  -4.31340  0.29780  -0.481
C  1.41090  0.86080  4.25300  -0.614
C  -2.43050  3.84500  0.01600  0.070
H  2.24020  3.90740  5.47030  0.134
C  2.03660  0.88620  -0.60930  -0.178
O  2.07630  -0.31840  -0.34440  -0.058
C  1.74860  -6.46740  -0.12990  -0.051
C  0.71540  2.95970  1.28270  -0.036
C  0.68310  -4.07340  -1.06370  -0.158
H  -3.33680  2.07040  0.85110  0.142
C  1.10030  1.20120  2.95620  -0.040
O  -0.40030  6.15040  -1.65920  0.117
H  -2.14880  -4.43360  3.23150  0.103
O  0.62650  4.21120  0.86380  0.190
H  -5.52380  -4.57690  0.62180  0.119
C  -1.33730  4.44550  -0.49970  -0.069
C  0.07610  2.34970  0.07220  -0.168
C  -2.57440  -2.99200  0.17660  -0.155
Br  1.30730  -0.97070  4.74920  0.797
H  1.57200  4.57940  3.18960  0.141
N  -1.42110  5.74680  -1.16080  -0.361
H  0.81480  0.41910  2.26200  0.049
H  2.90180  1.52650  -0.75020  0.188
C  -2.41070  2.51590  0.51750  0.057
H  0.29090  -3.11610  -1.40950  0.063
H  -4.34120  -3.15950  -1.01610  0.116
O  -1.30270  0.44950  0.73820  -0.193
H  2.16870  -7.39130  0.23610  0.120

---

Let's list ΔE to the lowest compared entry with this formula, charge and spin in order: 152.2 185.5 144.2 469.0 kJ/mol.
Let's list DFT total energy in order: -2313.9954 -3134.0433 -7021.6406 -4427.1589 Ha.